{"formula": "C2H7O2P", "method": "ωB97M-V/def2-TZVPD", "total_energy_ev": -15566.0248, "fmax_ev_per_a": 3.87, "homo_lumo_gap_ev": [7.88, 8.63], "de_lowest_kj_mol": 555.6, "species": ["H", "H", "O", "H", "H", "H", "O", "C", "H", "P", "C", "H"], "coordinates": [[-0.9714, 1.1027, -0.8526], [2.5778, 1.5490, -0.4138], [0.2489, -1.1032, -0.3443], [-0.8369, 0.8143, 0.8373], [-1.5477, -1.6601, 0.5146], [3.5906, 0.0698, 0.9316], [1.3179, 0.0098, 0.7593], [-1.5355, 0.5232, -0.0098], [-2.6004, 0.6075, 0.1836], [2.5155, 0.1867, -0.1804], [-1.1285, -0.9586, -0.1723], [-1.6304, -1.1411, -1.2531]]}